1 | The following is a quantum chemistry calculation of 2 unconnected molecules or ions with the total composition C3H8N3, from OMol25.

The geometry in XYZ format:
```
14
Properties=species:S:1:pos:R:3:mulliken_charge:R:1
N -1.767 -0.002 0.670 -0.287
N 0.311 0.802 -0.041 -0.749
N -2.999 -0.455 -1.285 -0.110
C -2.463 -0.417 -0.257 0.454
C 2.504 -0.155 0.654 -1.079
C 1.357 0.057 -0.290 0.307
H -0.837 0.070 0.824 0.286
H -0.230 0.966 -1.010 0.269
H 2.509 0.701 1.294 0.311
H 2.697 -1.121 1.120 0.334
H 3.480 -0.156 0.066 0.314
H 1.504 -0.454 -1.236 0.319
H -2.175 0.800 1.137 0.307
H -3.890 -0.638 -1.644 0.324
```

Summary:
- Kohn-Sham gap: 10.3 eV
- Total charge: +1
- Lowest unoccupied orbital energy: -4.36 eV

2 | The following is a quantum chemistry calculation of 2 unconnected molecules or ions with the total composition C3H8N3, from OMol25.

The geometry in XYZ format:
```
14
Properties=species:S:1:pos:R:3:mulliken_charge:R:1
N 2.445 -0.293 0.442 -0.029
N -1.710 0.225 -0.686 0.233
N -0.818 0.907 -0.036 -0.406
C -2.818 -0.242 0.002 -0.684
C 3.620 -0.174 -0.035 -0.286
C 1.317 -0.189 0.856 -0.242
H -0.108 1.304 -0.682 0.299
H 0.913 -0.344 1.767 0.315
H 4.162 -0.864 -0.652 0.266
H -2.840 -0.338 1.042 0.329
H -3.580 0.658 -0.293 0.285
H 4.206 0.645 0.324 0.250
H -3.190 -1.195 -0.316 0.330
H -1.598 -0.100 -1.733 0.340
```

Summary:
- Kohn-Sham gap (spin up / spin down): 6.5 / 6.4 eV
- Total charge: +1
- Lowest unoccupied orbital energy (spin up / spin down): -5.61 / -5.63 eV

Least stable = 2

1 | The following is a quantum chemistry calculation of 3 unconnected molecules or ions with the total composition CH3O3S, from OMol25.

The geometry in XYZ format:
```
8
Properties=species:S:1:pos:R:3:mulliken_charge:R:1
S -0.208 1.965 -0.225 -0.218
O -0.054 -1.719 -0.148 -0.637
O 0.237 -0.295 -1.922 -0.743
O -0.315 0.400 0.152 -0.211
C -0.016 -0.669 -0.757 0.687
H 0.129 -0.333 2.353 0.038
H 0.318 1.792 -1.491 0.133
H -0.090 -1.141 2.038 -0.049
```

Summary:
- Kohn-Sham gap: 7.6 eV
- Total charge: -1
- Lowest unoccupied orbital energy: 3.51 eV

2 | The following is a quantum chemistry calculation of 2 unconnected molecules or ions with the total composition CH3O3S, from OMol25.

The geometry in XYZ format:
```
8
Properties=species:S:1:pos:R:3:mulliken_charge:R:1
S 1.242 0.153 -1.169 -0.011
O 2.609 0.012 -0.506 -0.626
O 0.418 -1.298 -1.107 -0.469
O -1.440 -0.359 1.465 -0.540
C -1.182 0.690 0.746 -0.181
H 0.256 -1.415 -0.158 0.298
H -0.351 1.383 0.983 0.262
H -1.553 0.834 -0.255 0.267
```

Summary:
- Kohn-Sham gap (spin up / spin down): 5.7 / 5.7 eV
- Total charge: -1
- Lowest unoccupied orbital energy (spin up / spin down): 3.95 / 3.95 eV

Least stable = 2